No. 1
20
Properties=species:S:1:pos:R:3:forces:R:3:lowdin_charge:R:1 method="wB97M-V/def2-TZVPD" relative_energy_kcal_mol=117.1 gap_ev=4.3 total_charge=0 total_energy_ev=-9939.1170
N 0.029 -1.788 1.344 0.3 -0.2 0.2 0.047
C 3.158 0.243 0.152 -0.3 -0.1 -0.4 0.164
C -0.220 0.302 -1.403 0.0 -0.3 1.2 -0.092
C 1.149 -0.048 -1.147 -0.2 0.8 -1.2 -0.010
C 1.843 0.458 -0.043 0.2 0.1 1.0 -0.141
H -0.372 -2.711 1.225 -0.1 0.1 0.0 0.015
H 0.440 -1.522 0.459 -0.2 -0.2 0.1 -0.041
H 3.641 0.691 1.005 0.3 0.0 0.0 0.088
H 3.725 -0.357 -0.547 0.2 0.0 0.1 0.088
H -0.641 0.726 -0.500 -0.1 0.5 -0.2 0.042
H -0.365 0.984 -2.249 0.1 -0.3 -0.2 0.136
H -0.879 -0.577 -1.579 -0.1 0.2 -0.3 0.121
H 1.707 -0.591 -1.904 0.2 -0.3 0.1 0.133
H 1.318 1.045 0.705 -0.3 -0.1 -0.2 0.131
H -3.680 0.360 -0.971 0.0 -0.1 0.1 -0.074
H -2.252 0.647 0.585 -0.1 -0.2 -0.2 -0.037
O -2.740 0.304 -0.781 0.1 0.1 0.0 -0.398
H -0.720 -1.128 1.541 -0.1 0.2 -0.1 -0.008
H -2.166 1.194 2.100 0.1 -0.1 -0.1 0.018
O -1.634 0.773 1.415 0.0 0.1 0.3 -0.180


No. 2
11
Properties=species:S:1:pos:R:3:forces:R:3:lowdin_charge:R:1 method="wB97M-V/def2-TZVPD" relative_energy_kcal_mol=130.1 smiles="[H]/N=[NH+]/[O-].C=C" gap_ev=9.5 total_charge=0 total_energy_ev=-7194.1446
H 0.091 1.160 3.540 0.3 -1.6 -0.4 0.105
N 0.197 0.188 3.123 -3.1 0.8 2.3 0.127
N 1.041 0.263 2.268 5.7 2.3 -2.6 -0.332
O 1.471 -0.562 1.447 -0.6 -0.5 1.7 -0.084
H 1.701 1.150 2.227 -1.7 -1.2 0.1 0.211
C -0.843 0.204 -0.373 3.5 1.0 -0.4 -0.063
C 0.479 -0.077 -0.581 -3.4 1.6 -0.9 -0.098
H -1.607 -0.473 -0.462 -1.6 -1.8 0.5 0.005
H -1.119 1.234 -0.173 -0.1 0.0 -0.4 0.038
H 1.024 0.799 -0.867 1.0 0.2 0.6 0.047
H 0.927 -1.028 -0.702 0.0 -0.7 -0.4 0.043


No. 3
67
Properties=species:S:1:pos:R:3:forces:R:3:mulliken_spin:R:1 method="wB97M-V/def2-TZVPD" relative_energy_kcal_mol=9.9 spin_multiplicity=5 gap_ev="7.2 / 7.1" s2=6.01 total_charge=+1 total_energy_ev=-197100.4636
Fe -0.170 -2.215 0.211 -0.3 0.8 0.0 3.783
C -0.682 -3.105 2.770 0.0 0.1 0.1 -0.013
C 0.472 -2.339 2.909 0.0 -0.1 0.1 0.010
C 1.665 -2.769 2.331 0.1 -0.1 0.0 0.028
C 1.698 -3.947 1.593 0.1 0.1 0.0 -0.008
C 0.546 -4.724 1.471 -0.1 0.0 0.0 0.011
C -0.637 -4.312 2.071 0.1 -0.1 0.0 0.026
H -1.604 -2.786 3.238 0.0 0.0 0.0 -0.001
H 0.452 -1.421 3.479 0.0 0.0 -0.1 0.003
H 2.566 -2.184 2.461 0.0 0.0 0.0 0.004
H 2.627 -4.284 1.150 0.0 0.0 0.0 0.001
H 0.582 -5.664 0.936 0.0 0.0 0.0 0.001
H -1.524 -4.925 1.992 0.0 0.0 0.0 0.001
Se -3.771 -2.782 -0.353 -0.2 0.3 0.4 0.003
N -2.094 -3.358 -0.283 1.2 0.2 -0.4 0.060
C -1.826 -3.950 -1.456 -0.5 0.0 0.1 -0.031
C -0.580 -4.515 -1.829 0.2 -0.1 -0.2 0.004
C -0.451 -5.025 -3.085 0.2 0.1 0.4 0.003
C -1.538 -5.039 -4.004 -0.3 0.0 -0.2 -0.002
C -2.756 -4.535 -3.677 0.2 -0.1 -0.3 0.004
C -2.929 -3.966 -2.388 0.1 0.1 0.4 -0.007
N -4.041 -3.397 -1.948 -0.1 -0.3 -0.5 0.011
H 0.251 -4.522 -1.129 0.0 0.0 -0.2 0.003
H 0.503 -5.430 -3.394 0.0 0.0 0.0 0.000
H -1.377 -5.469 -4.983 0.0 0.0 0.0 0.000
H -3.583 -4.533 -4.373 0.0 0.0 0.0 0.000
F -0.415 0.511 -2.474 0.0 0.0 0.0 0.000
B -0.856 -0.746 -2.182 -0.2 0.1 0.2 -0.032
F -1.537 -0.751 -0.876 0.1 0.0 0.1 0.027
F -1.669 -1.313 -3.114 0.0 0.0 0.0 0.000
F 0.267 -1.621 -1.881 0.1 -0.4 0.2 0.032
Cl 5.055 3.812 4.589 0.1 0.0 0.1 0.000
C 3.806 3.804 3.401 -0.2 0.0 -0.2 0.000
C 2.600 3.173 3.664 0.0 0.0 0.1 0.000
C 1.597 3.205 2.711 0.0 0.0 0.0 0.000
C 1.768 3.848 1.490 0.0 0.1 -0.1 0.000
C 0.650 3.863 0.463 0.3 -0.1 -0.1 -0.001
C 0.981 2.919 -0.719 -0.2 0.3 0.2 0.002
N 1.319 1.578 -0.271 -0.1 -0.1 0.1 0.003
C 2.521 0.931 -0.424 0.2 -0.1 0.2 -0.008
C 2.358 -0.309 0.108 0.0 0.1 -0.1 0.014
N 1.065 -0.431 0.569 -0.8 -0.6 -0.3 0.067
C 0.471 0.729 0.317 0.2 0.2 0.1 0.001
O -0.545 3.492 1.110 0.0 -0.1 0.1 0.000
C -1.740 4.126 0.660 -0.1 0.0 -0.1 0.000
C -2.349 3.471 -0.545 0.0 -0.1 0.2 0.000
C -3.178 2.387 -0.478 0.1 0.1 -0.5 0.000
Cl -3.715 1.609 0.946 0.0 -0.2 0.2 0.000
S -3.707 1.858 -2.028 0.1 0.0 0.2 0.000
C -2.812 3.099 -2.789 0.0 0.1 0.0 0.000
C -2.149 3.878 -1.892 -0.1 -0.1 -0.2 0.000
C 2.997 4.462 1.251 -0.1 -0.1 0.3 0.000
Cl 3.293 5.324 -0.226 0.0 0.0 -0.1 0.000
C 4.012 4.449 2.194 0.1 0.0 0.0 0.000
H 2.448 2.672 4.610 0.0 0.0 0.0 0.000
H 0.644 2.737 2.918 0.0 0.0 0.0 0.000
H 0.560 4.878 0.059 0.0 0.0 -0.1 0.000
H 1.830 3.319 -1.263 0.1 0.0 -0.1 0.000
H 0.131 2.850 -1.395 0.0 0.0 0.0 0.000
H 3.378 1.403 -0.872 0.0 0.0 0.0 0.000
H 3.069 -1.114 0.191 0.0 0.0 -0.1 0.001
H -0.545 0.990 0.558 0.0 0.0 -0.1 0.001
H -1.551 5.184 0.457 0.0 0.0 0.0 0.000
H -2.429 4.052 1.500 0.0 0.1 0.0 0.000
H -2.834 3.199 -3.862 0.0 0.0 0.0 0.000
H -1.535 4.722 -2.178 0.0 0.0 0.0 0.000
H 4.948 4.949 1.991 0.0 0.0 0.0 0.000


No. 4
18
Properties=species:S:1:pos:R:3:forces:R:3:lowdin_charge:R:1 method="wB97M-V/def2-TZVPD" relative_energy_kcal_mol=72.6 smiles="NCC(=O)NCCO" gap_ev=10.1 total_charge=0 total_energy_ev=-11383.7536
N -1.496 -1.211 -2.557 0.4 0.0 1.4 -0.011
C -0.829 -0.060 -1.850 -2.1 1.9 -4.3 -0.194
C -1.486 0.357 -0.566 1.8 -1.2 2.5 -0.513
O -2.655 0.558 -0.349 -0.4 0.5 -1.0 0.057
N -0.605 0.339 0.531 -1.3 3.1 2.6 0.026
C 0.737 -0.173 0.648 1.2 0.0 0.1 -0.200
C 1.590 0.632 1.662 -0.6 0.6 1.5 -0.239
O 1.808 -0.274 2.747 -0.1 0.0 -0.3 -0.086
H -1.240 -2.084 -2.072 -0.3 0.5 -0.3 0.068
H -2.501 -1.074 -2.388 0.4 -0.2 -0.2 0.068
H 0.259 -0.120 -1.867 -0.4 -0.3 0.2 0.084
H -1.102 0.826 -2.667 0.9 -1.7 2.3 0.173
H -0.904 1.044 1.407 0.7 -2.9 -3.2 0.223
H 0.814 -1.255 0.998 -0.5 1.3 -0.3 0.141
H 1.290 -0.149 -0.300 -0.4 0.1 0.1 0.098
H 2.550 0.966 1.288 0.3 -0.3 -0.6 0.100
H 1.197 1.611 2.147 -0.4 -1.4 -1.3 0.137
H 2.573 0.067 3.189 0.6 0.0 0.8 0.068


No. 5
12
Properties=species:S:1:pos:R:3:forces:R:3:lowdin_charge:R:1 method="wB97M-V/def2-TZVPD" relative_energy_kcal_mol=34.0 gap_ev="6.6 / 6.6" total_charge=0 total_energy_ev=-25200.1704
C 1.134 2.687 0.470 0.2 0.2 -0.6 -0.306
C 1.329 1.689 -0.490 -2.1 -1.6 1.9 -0.342
N 0.141 2.498 1.317 -0.4 -0.1 0.4 -0.049
N -0.438 1.287 1.081 1.1 1.5 0.0 -0.354
N -1.375 -2.986 -0.123 -1.6 1.2 0.8 -0.410
P 0.219 0.347 -0.124 1.0 1.4 -1.0 0.815
P -1.598 -1.708 0.947 0.5 -0.5 -0.5 0.489
H 1.803 3.588 0.443 -1.2 -0.8 0.6 0.115
H -1.267 1.105 1.620 0.0 -0.1 0.1 0.052
H -2.191 -3.140 -0.711 0.6 -0.3 -0.3 -0.004
H -0.945 -3.810 0.234 0.5 -0.6 -0.1 -0.014
H 2.030 1.855 -1.234 1.2 -0.4 -1.4 0.008


No. 6
111
Properties=species:S:1:pos:R:3:forces:R:3:lowdin_charge:R:1 method="wB97M-V/def2-TZVPD" relative_energy_kcal_mol=7.3 gap_ev=6.9 total_charge=0 total_energy_ev=-156233.5167
Sr -0.759 -0.458 -1.204 0.2 0.5 0.3 1.121
C 0.631 -1.234 -4.770 0.0 0.0 0.0 -0.076
N -0.432 -1.255 -3.776 0.0 0.1 0.2 -0.352
C -1.650 -0.659 -4.321 0.0 0.1 -0.1 -0.091
C -0.696 -2.601 -3.258 0.0 -0.2 0.0 -0.230
C 0.411 -3.162 -2.348 -0.1 -0.1 0.0 -0.232
N 0.096 -2.859 -0.952 0.2 0.0 -0.1 -0.137
C 0.804 -3.476 0.020 0.0 0.2 -0.1 -0.248
C 0.290 -3.419 1.340 0.2 -0.1 0.0 -0.194
F -0.905 -2.810 1.513 0.1 0.2 0.3 0.015
C 0.936 -3.942 2.431 0.0 0.0 0.0 -0.227
F 0.359 -3.827 3.639 0.0 0.0 0.0 0.088
C 2.156 -4.590 2.315 0.0 0.0 0.0 0.049
C 2.680 -4.672 1.042 0.0 0.0 0.0 -0.231
F 3.874 -5.265 0.856 0.0 0.0 0.0 0.080
C 2.045 -4.144 -0.066 0.0 -0.1 0.0 -0.164
F 2.704 -4.225 -1.250 -0.1 0.0 0.0 0.061
H 0.796 -0.207 -5.098 0.0 0.0 0.0 0.083
H 0.375 -1.843 -5.649 0.0 0.0 0.0 0.099
H 1.561 -1.612 -4.349 0.0 0.0 0.0 0.079
H -2.357 -0.401 -3.526 -0.1 -0.1 0.0 0.057
H -2.171 -1.328 -5.018 0.0 0.0 0.0 0.103
H -1.407 0.262 -4.850 0.0 0.0 0.0 0.085
H -0.919 -3.293 -4.084 0.0 0.0 0.0 0.128
H -1.607 -2.523 -2.655 -0.2 -0.2 -0.1 0.066
H 1.379 -2.757 -2.666 0.0 0.0 0.0 0.094
H 0.477 -4.243 -2.525 0.0 0.0 0.0 0.120
H 2.665 -5.009 3.169 0.0 0.0 0.0 0.129
C 4.019 -1.247 -0.629 0.0 0.0 0.0 -0.031
C 4.629 -0.677 -1.733 0.0 0.0 0.0 -0.037
C 3.908 0.208 -2.518 0.0 0.0 0.0 -0.004
C 2.586 0.489 -2.187 0.0 0.0 0.0 -0.217
N 1.987 -0.093 -1.142 0.0 0.0 0.0 0.053
C 2.697 -0.921 -0.378 0.0 0.0 0.0 -0.151
C 1.765 1.459 -2.973 0.0 0.0 0.0 -0.235
C 2.332 2.268 -3.950 0.0 0.0 0.0 -0.010
C 1.527 3.139 -4.667 0.0 0.0 0.0 -0.043
C 0.176 3.189 -4.382 0.0 0.0 0.0 -0.030
C -0.301 2.367 -3.374 0.1 0.0 0.0 -0.127
N 0.458 1.516 -2.685 0.0 0.0 -0.1 0.051
H 4.538 -1.943 0.016 0.0 0.0 0.0 0.116
H 5.655 -0.916 -1.983 0.0 0.0 0.0 0.114
H 4.372 0.657 -3.383 0.0 0.0 0.0 0.104
H 2.180 -1.352 0.471 0.0 0.0 0.0 0.075
H 3.392 2.229 -4.153 0.0 0.0 0.0 0.103
H 1.956 3.768 -5.437 0.0 0.0 0.0 0.113
H -0.512 3.832 -4.913 0.0 0.0 0.0 0.104
H -1.348 2.393 -3.118 0.0 0.0 0.0 0.063
N -2.413 1.522 -0.872 0.2 0.1 -0.1 0.033
C -3.228 1.896 -1.614 -0.3 -0.1 0.2 -0.266
C -4.202 2.326 -2.507 0.3 0.0 -0.1 -0.281
C -5.579 2.182 -2.216 0.0 0.0 0.0 -0.248
N -6.701 2.064 -1.977 0.0 0.0 0.0 0.123
C -3.742 2.838 -3.742 -0.3 0.2 0.0 -0.261
N -3.355 3.276 -4.740 0.2 -0.1 0.0 0.129
S -3.613 -1.406 -0.758 0.1 0.0 -0.1 0.598
C -3.630 -3.110 -0.755 0.3 -0.3 0.3 -0.823
N -4.738 -3.759 -1.142 -0.1 0.0 0.0 0.010
C -4.865 -5.207 -1.163 0.0 0.0 0.0 -0.170
C -3.498 -5.819 -1.425 0.0 0.0 0.0 -0.161
C -2.513 -5.284 -0.401 0.0 0.1 0.0 -0.158
N -2.579 -3.829 -0.353 -0.1 0.2 -0.2 0.018
H -5.515 -3.174 -1.398 0.0 0.0 0.0 0.122
H -5.570 -5.476 -1.948 0.0 0.0 0.0 0.122
H -5.267 -5.571 -0.213 0.0 0.0 0.0 0.123
H -3.169 -5.553 -2.433 0.0 0.0 0.0 0.120
H -3.555 -6.905 -1.362 0.0 0.0 0.0 0.117
H -1.488 -5.559 -0.655 0.0 0.0 0.0 0.121
H -2.729 -5.699 0.587 0.0 0.0 0.0 0.126
H -1.703 -3.318 -0.168 -0.6 -0.3 -0.4 0.064
C 2.915 2.732 1.444 0.0 0.0 0.0 -0.098
C 1.477 3.243 1.617 0.0 0.0 0.0 -0.613
C 1.541 4.714 2.056 0.0 0.0 0.1 -0.084
C 0.838 3.171 0.221 0.0 0.0 0.1 -0.113
Si 0.524 2.196 2.918 0.1 0.0 -0.1 0.522
Br 0.127 0.192 1.872 -0.1 0.0 0.1 0.589
C -1.201 2.874 3.398 0.0 -0.1 0.0 -0.624
C -2.130 1.765 3.922 0.0 0.0 0.0 -0.109
C -1.057 3.954 4.483 0.0 0.1 0.0 -0.089
C -1.923 3.502 2.200 0.0 0.0 0.0 -0.097
C 1.597 1.676 4.421 0.0 0.0 0.0 -0.627
C 0.741 0.993 5.498 0.0 0.0 0.0 -0.103
C 2.262 2.918 5.042 0.0 0.0 0.0 -0.086
C 2.702 0.672 4.056 0.0 0.0 0.0 -0.115
H 3.391 3.296 0.634 0.0 0.0 0.0 0.090
H 2.939 1.676 1.166 0.0 0.0 0.0 0.063
H 3.523 2.872 2.338 0.0 0.0 0.0 0.065
H 2.139 5.276 1.332 0.0 0.0 0.0 0.089
H 2.010 4.839 3.035 0.0 0.0 0.0 0.068
H 0.556 5.182 2.092 0.0 0.0 0.0 0.067
H 1.405 3.824 -0.453 0.0 0.0 0.0 0.093
H -0.200 3.486 0.191 -0.1 0.0 0.0 0.062
H 0.896 2.162 -0.185 0.0 0.0 0.0 0.020
H -1.722 1.213 4.765 0.0 0.0 0.0 0.057
H -2.374 1.049 3.136 0.0 0.0 0.0 0.060
H -3.067 2.226 4.249 0.0 0.0 0.0 0.090
H -0.689 3.553 5.427 0.0 0.0 0.0 0.063
H -2.043 4.388 4.677 0.0 0.0 0.0 0.090
H -0.396 4.769 4.179 0.0 0.0 0.0 0.072
H -2.041 2.799 1.376 0.0 0.0 -0.1 0.048
H -1.427 4.399 1.828 0.0 0.0 0.0 0.069
H -2.928 3.798 2.520 0.0 0.0 0.0 0.093
H -0.011 1.656 5.923 0.0 0.0 0.0 0.062
H 1.395 0.674 6.315 0.0 0.0 0.0 0.089
H 0.239 0.104 5.111 0.0 0.0 0.0 0.078
H 1.540 3.682 5.334 0.0 0.0 0.0 0.068
H 2.987 3.376 4.368 0.0 0.0 0.0 0.064
H 2.804 2.618 5.946 0.0 0.0 0.0 0.090
H 2.290 -0.260 3.668 0.0 0.0 0.0 0.047
H 3.261 0.432 4.966 0.0 0.0 0.0 0.088
H 3.411 1.060 3.330 0.0 0.0 0.0 0.056